Entry from the Open Molecules 2025 dataset: a molecular structure, C46H47N7O7S3SiTi (ωB97M-V/def2-TZVPD).

Positions of all 112 atoms, in Å:
Ti  0.850480  1.071389  -0.633633
C  -0.492327  3.574474  -4.117111
C  0.188724  2.598907  -3.204093
N  -0.112171  2.539386  -1.859896
N  -1.017688  3.446819  -1.443628
C  -1.252608  3.452847  -0.169492
S  -0.458637  2.392901  0.947236
S  -2.246016  4.770612  0.475196
C  -3.939737  4.211019  0.149620
C  -4.335848  2.899162  0.776165
C  -3.969039  2.580858  2.080942
C  -4.387523  1.393218  2.656803
C  -5.183459  0.508343  1.939347
C  -5.539641  0.811590  0.635977
C  -5.113535  1.999737  0.060062
C  1.252090  1.813144  -3.754452
C  1.347300  1.570981  -5.141094
C  2.403950  0.861959  -5.685657
C  3.424892  0.385835  -4.872200
C  3.374166  0.628828  -3.502927
C  2.305046  1.311799  -2.955921
O  2.282180  1.566077  -1.624363
H  -1.009992  4.339881  -3.543208
H  -1.217859  3.095878  -4.779834
H  0.250778  4.054183  -4.760157
H  -4.135468  4.191833  -0.923613
H  -4.534855  5.027357  0.572095
H  -3.313674  3.250101  2.623821
H  -4.073659  1.148421  3.663917
H  -5.489459  -0.431139  2.382367
H  -6.120025  0.108823  0.052393
H  -5.367936  2.220725  -0.971027
H  0.549053  1.913263  -5.786984
H  2.423436  0.663485  -6.750506
H  4.246980  -0.179589  -5.289760
H  4.155181  0.281058  -2.838524
C  2.207632  0.951448  1.049773
Si  1.781770  0.083542  2.622254
C  0.751659  -1.458462  2.265509
N  -0.476503  -1.211983  1.517944
C  -1.568270  -0.702069  2.366839
C  -2.882206  -1.438777  2.139902
C  -2.693643  -2.937166  2.369434
C  -1.523132  -3.482727  1.521486
C  -0.878286  -2.360647  0.706945
C  0.972363  1.190650  3.925582
C  0.295347  0.638666  5.015100
C  -0.260315  1.432169  6.008076
C  -0.141182  2.813306  5.935496
C  0.542964  3.385148  4.873903
C  1.091279  2.580263  3.884290
C  3.311930  -0.609507  3.512397
C  3.764582  -0.113820  4.737517
C  4.889709  -0.637558  5.361033
C  5.595285  -1.673542  4.766539
C  5.170549  -2.178867  3.545958
C  4.042266  -1.651963  2.935602
H  3.123374  0.505053  0.642605
H  2.433656  2.003744  1.258895
H  0.592690  -2.056629  3.182763
H  1.416170  -2.056199  1.628975
H  -1.295535  -0.838630  3.422717
H  -1.697962  0.372401  2.203996
H  -3.255314  -1.242935  1.132875
H  -3.627970  -1.035538  2.830047
H  -3.619353  -3.475051  2.148725
H  -2.486050  -3.097211  3.432925
H  -1.863186  -4.261693  0.834140
H  -0.769964  -3.944461  2.165779
H  -1.563531  -2.014498  -0.069592
H  0.005822  -2.730025  0.186860
H  0.205860  -0.439281  5.097962
H  -0.789089  0.973373  6.835326
H  -0.583797  3.440183  6.700929
H  0.633616  4.462014  4.802623
H  1.596585  3.049411  3.050671
H  3.227865  0.697502  5.216237
H  5.217510  -0.232870  6.311891
H  6.477519  -2.080041  5.247052
H  5.725063  -2.970064  3.057569
H  3.746953  -2.047158  1.971601
C  -3.422358  -1.274574  -3.847430
N  -3.613273  0.151858  -3.683048
C  -3.981873  1.042211  -4.674316
C  -3.897678  2.282761  -4.157359
N  -3.493382  2.145782  -2.843697
C  -3.285074  0.829709  -2.546668
S  -2.757170  0.195180  -1.104746
H  -4.055142  -1.618966  -4.664863
H  -3.703098  -1.769605  -2.918847
H  -2.374659  -1.495507  -4.046530
H  -4.274462  0.712825  -5.654324
H  -4.098936  3.238965  -4.601342
H  -3.030536  2.858238  -2.280512
O  -0.020059  -1.313587  -3.278857
C  0.737531  -1.360157  -2.338800
O  0.556791  -0.596326  -1.253849
C  1.895219  -2.306609  -2.281070
C  2.942546  -2.110968  -1.378553
C  4.007193  -3.002962  -1.459430
C  4.057104  -4.067907  -2.328484
C  2.974920  -4.266376  -3.207890
C  1.902058  -3.351535  -3.189172
N  2.985466  -5.335104  -4.081968
O  1.997597  -5.499072  -4.860819
O  3.984935  -6.119185  -4.078433
N  5.173779  -2.778383  -0.584501
O  6.043939  -3.633802  -0.537446
O  5.213196  -1.734994  0.052395
H  2.954548  -1.285122  -0.682819
H  4.899311  -4.738591  -2.358216
H  1.093774  -3.471894  -3.891456

Cartesian forces, eV/Å:
-0.1612 1.3546 0.9155
-0.0597 0.0428 0.0889
0.1219 0.0326 0.0832
-0.0589 -0.2705 -0.0151
-0.1320 0.0174 0.0825
0.0916 -0.0131 -0.0553
0.0462 -0.0323 -0.2028
-0.0044 0.0286 -0.0894
0.0138 0.0353 0.1289
-0.1615 0.0329 0.0225
0.0364 -0.0704 -0.0214
-0.0851 0.1454 -0.0242
-0.2812 0.2154 -0.1253
-0.1188 0.0313 0.1783
-0.1329 0.1636 0.0881
-0.0823 0.0529 -0.0560
0.0243 -0.0137 -0.0280
-0.0155 0.0104 0.0150
-0.0064 0.0180 0.0036
0.0129 -0.0903 -0.0394
0.0189 0.2139 0.0333
0.5765 -0.2224 -0.3502
0.0049 -0.0255 -0.0126
-0.1380 -0.0786 -0.0569
-0.0090 0.0017 -0.0159
0.0085 0.0209 0.0117
-0.0914 -0.0336 -0.0633
0.0033 0.0103 0.0234
0.0277 -0.0008 0.0295
-0.0956 0.0841 -0.0451
-0.0059 -0.0147 -0.0150
-0.0058 -0.0090 0.0434
0.0124 0.0092 -0.0193
-0.0041 0.0031 -0.0089
0.0149 -0.0173 -0.0153
-0.0045 -0.0064 0.0163
-0.2729 0.0423 0.2358
0.0545 -0.0255 0.0483
-0.0067 0.0533 -0.0161
0.0176 -0.0499 -0.0213
-0.0008 0.0038 0.0080
0.1213 -0.1645 0.1767
0.0524 0.0091 -0.0101
-0.0038 -0.0074 -0.0150
-0.0036 0.0023 -0.0301
-0.0019 0.0848 -0.0534
0.0566 -0.0550 0.0405
-0.0128 -0.0062 -0.0025
-0.0117 0.0176 0.0237
-0.0133 0.0104 -0.0060
-0.0204 -0.0053 0.0173
-0.0024 0.0109 0.0199
-0.0264 0.0117 0.0155
0.0105 0.0032 0.0134
0.0130 -0.0097 0.0077
0.0265 0.0026 0.0101
-0.0238 0.0200 -0.0358
-0.0763 -0.0363 -0.0531
0.0816 -0.0564 -0.0458
-0.0262 -0.0265 -0.0112
0.0081 -0.0178 0.0133
-0.0154 -0.0019 0.0005
-0.0044 -0.0432 0.0232
-0.0329 -0.0056 0.0253
0.3171 -0.2487 -0.0570
-0.0101 -0.0017 -0.0062
-0.0124 -0.0132 0.0060
0.0060 -0.0121 0.0139
0.0027 0.0018 -0.0084
0.0189 -0.0253 0.0020
0.0100 -0.0017 -0.0130
-0.0112 -0.0135 -0.0097
-0.0038 -0.0027 0.0093
0.0055 0.0004 0.0050
0.0042 0.0149 -0.0001
0.0139 0.0071 -0.0241
-0.0112 0.0070 0.0097
0.0034 0.0059 0.0051
0.0044 -0.0017 0.0040
0.0034 -0.0155 -0.0164
-0.0254 -0.0117 -0.0083
-0.0363 -0.0117 0.0681
-0.0200 -0.0150 -0.0158
-0.0421 0.1029 -0.0348
0.0231 0.0088 -0.1080
0.2847 0.1232 0.1025
0.1580 -0.1884 0.1458
0.1501 -0.0957 -0.1706
0.0282 -0.0064 0.0052
-0.0112 0.0035 -0.0304
0.0565 -0.0075 0.0066
-0.0112 -0.0145 -0.0246
0.0244 0.0453 -0.0340
-0.0291 -0.0901 -0.0900
0.0437 -0.0077 0.0224
-0.4761 -0.0324 -0.0303
0.2547 -0.8500 -0.5724
-0.1194 -0.0344 -0.0968
0.0223 0.0921 0.0740
0.1422 -0.0314 0.0303
0.0113 -0.0160 -0.0088
0.0409 0.0280 0.0528
0.0423 0.0555 0.1147
-0.0297 0.0307 -0.0091
-0.0682 0.0035 -0.0425
0.1075 -0.0829 0.0125
-0.0395 0.0585 0.0063
-0.1121 0.1920 0.0611
0.0916 -0.2799 -0.1628
-0.0170 -0.0568 -0.0559
-0.0057 -0.0028 0.0014
-0.0257 0.0033 -0.0119

## Properties
- Spin multiplicity: 3
- Net charge: -2
- Expectation value of S²: 2.059
- E_HOMO (spin up / spin down): -0.68 / -3.16 eV
- E_LUMO (spin up / spin down): 0.137 / 0.136 hartree

Entry from the Open Molecules 2025 dataset: a molecular structure, C46H48AsLuN3O (ωB97M-V/def2-TZVPD).

Positions of all 100 atoms, in Å:
Lu  -0.810495  0.249399  0.421886
N  -1.653706  4.851360  -2.209619
N  -2.974274  -0.152605  -0.009963
C  0.341415  -0.531023  2.857993
C  -0.245028  0.773426  2.949046
C  0.708124  1.709204  2.429510
C  0.708917  3.173969  2.656638
H  0.005680  3.473215  3.441632
H  0.426289  3.720147  1.752609
H  1.710615  3.536657  2.949990
C  1.831383  0.974048  1.961643
C  3.078592  1.579278  1.458339
H  3.630245  2.137872  2.232384
H  2.852334  2.291223  0.657741
H  3.747113  0.821602  1.037501
C  1.605991  -0.402481  2.216894
C  2.595970  -1.478610  1.992755
H  2.784944  -1.610968  0.919981
H  2.258955  -2.445649  2.381712
H  3.568923  -1.247503  2.454297
C  -1.465021  1.119519  3.726503
H  -1.209222  1.578119  4.698728
H  -2.074611  0.229878  3.944420
H  -2.111407  1.830603  3.189227
C  -0.138292  -1.722377  3.606176
H  0.500325  -2.599240  3.439935
H  -1.155666  -2.004844  3.306226
H  -0.160417  -1.534504  4.694925
C  -2.070986  4.758219  -3.449798
H  -2.383505  5.693987  -3.938289
C  -2.142351  3.545226  -4.183259
H  -2.363844  3.581703  -5.261221
C  -1.955740  2.358698  -3.457611
H  -2.087771  1.402073  -3.991418
C  -1.641465  2.423408  -2.121941
H  -1.533846  1.454339  -1.566075
C  -1.249339  3.719982  -1.551553
C  -0.253897  4.008993  -0.574463
H  -0.553474  3.962799  0.480030
C  -2.651433  -1.337699  0.543577
C  -4.335359  0.131163  0.228575
H  -4.777117  1.065804  -0.069247
C  -4.838160  -0.922558  0.895855
H  -5.843554  -1.152971  1.201448
N  -3.785807  -1.803802  1.169960
C  -3.698501  -2.864356  2.068394
C  -4.256014  -2.795635  3.356941
C  -3.973821  -3.850960  4.246168
H  -4.382413  -3.811948  5.263224
C  -3.125354  -4.902678  3.877295
C  -2.879145  -6.078697  4.769700
H  -1.908760  -6.534935  4.547959
H  -3.641668  -6.851245  4.608945
H  -2.905783  -5.806171  5.827532
C  -2.476181  -4.861151  2.640481
H  -1.724302  -5.610433  2.380088
C  -2.734745  -3.824131  1.743118
C  -1.878195  -3.577931  0.569015
H  -2.367391  -2.908523  -0.200003
H  -1.550581  -4.523760  0.131663
H  -0.973350  -3.040698  0.910530
C  -4.903790  -1.534952  3.814955
H  -5.819450  -1.282248  3.265163
H  -4.205375  -0.684120  3.733021
H  -5.154577  -1.646097  4.876105
O  0.648640  0.342713  -1.006703
As  1.905417  0.533023  -2.274313
C  1.493025  -0.750680  -3.636641
C  2.298123  -0.815637  -4.788153
C  2.025577  -1.779923  -5.764311
C  0.968830  -2.679479  -5.583673
C  0.157853  -2.594070  -4.446136
C  0.413862  -1.628696  -3.467191
C  1.789056  2.366711  -2.825901
C  1.797745  3.297546  -1.793333
C  1.514599  4.635749  -2.078511
C  1.474843  5.064467  -3.399045
C  1.559421  4.140033  -4.449042
C  1.676579  2.780101  -4.164986
C  3.687941  0.413327  -1.522667
C  4.601738  1.480906  -1.571796
C  5.921493  1.281093  -1.153464
C  6.325976  0.036633  -0.668335
C  5.408417  -1.016594  -0.596726
C  4.099692  -0.844498  -1.060285
H  3.129431  -0.119029  -4.912873
H  2.643389  -1.824313  -6.661206
H  0.779004  -3.448536  -6.333409
H  -0.677662  -3.281883  -4.314526
H  -0.209318  -1.553815  -2.573059
H  1.959199  2.964103  -0.766371
H  1.400002  5.365991  -1.270172
H  1.319645  6.123472  -3.601350
H  1.483211  4.479134  -5.480179
H  1.682367  2.041688  -4.968661
H  4.289862  2.458303  -1.944780
H  6.634647  2.103796  -1.222398
H  7.359208  -0.121004  -0.356945
H  5.708736  -1.985184  -0.198402
H  3.398819  -1.683858  -1.088429

Cartesian forces, eV/Å:
1.7683 1.3179 1.3293
-0.4414 0.2462 -0.6193
-1.0016 0.2597 0.3234
0.1063 0.3843 -0.7334
0.6996 -0.1340 -0.5254
0.1810 -1.1202 0.1475
-0.0317 0.8117 -0.2174
0.0612 -0.1191 -0.0166
0.2544 -0.0030 0.2753
-0.2881 -0.2226 -0.0358
-1.2126 -0.3222 0.6785
0.4579 0.3218 -0.4720
-0.1386 -0.1515 -0.0796
0.2288 -0.0375 0.1977
-0.0035 0.1555 0.1942
-0.7963 0.7806 0.2795
0.4571 -0.4912 -0.3812
0.0333 -0.1067 0.2658
0.0533 0.1524 -0.0235
-0.1986 -0.0615 -0.0548
-0.5364 0.1888 0.4056
-0.1327 -0.0674 -0.2141
0.1639 0.1532 -0.0663
0.1105 -0.0767 0.1929
-0.4775 -0.5141 0.1678
-0.1542 0.1682 0.0153
0.0508 -0.1068 0.1598
0.0243 -0.0538 -0.2869
-0.3013 -0.8320 -1.0734
0.1838 -0.2545 0.1237
-0.0092 0.8956 -0.0497
0.0494 -0.2154 0.6199
-0.4209 -0.0365 -0.7674
0.0637 0.3227 0.4612
0.5931 0.1877 0.5549
-0.0878 1.2764 -0.5463
0.5835 -0.3222 0.4329
-1.9382 -2.1479 0.7815
0.0433 0.0278 -0.1755
-0.2986 3.6606 1.0665
1.1563 -0.4378 -0.4766
-0.1571 -0.1156 -0.2065
-0.2992 -0.3787 0.5762
0.0170 0.1235 0.0371
-0.1447 1.1442 -1.1167
0.4428 -0.5119 0.8328
0.6344 -0.7939 -0.2457
-0.0398 0.2655 -0.4299
0.1248 -0.0414 -0.3860
0.0138 0.1073 -0.3783
-0.0070 -0.2645 0.2551
-0.1264 0.0780 0.1002
0.0791 0.1013 0.0501
0.0181 -0.0159 -0.0559
-0.4042 0.3939 0.0050
-0.2325 0.1724 0.1212
-0.3437 -0.1140 0.6424
0.8584 -1.1714 -1.4568
0.9437 -1.8313 0.6296
0.0023 -0.2716 -0.0139
-0.4063 -0.2409 -0.3685
-0.4599 0.2818 0.6289
0.2788 -0.0399 0.2867
-0.2801 -0.2871 -0.1214
-0.0703 0.1374 -0.1614
2.4606 -0.9899 -2.3245
-2.3980 2.4111 1.9105
0.2690 -0.4413 -0.3040
-0.2927 -0.2255 0.1763
-0.1169 0.1086 0.2805
0.0496 0.2447 0.1824
0.1811 0.1693 -0.0034
0.2244 0.0278 -0.1558
0.2485 -0.7552 -0.4446
-0.5131 -0.7712 1.2113
1.1902 1.6431 -0.2917
-0.2049 0.0689 0.5896
-0.1264 -0.8839 -0.2144
-0.2005 0.3701 -0.6101
0.3858 -0.9671 -0.1731
-0.1084 -0.1920 -0.0874
-0.3199 -0.0723 -0.0694
-0.3205 -0.1288 0.0340
-0.1086 0.0259 -0.1589
0.3365 0.3424 -0.1370
-0.2046 -0.1997 0.0111
-0.1579 -0.0301 0.2302
0.0097 0.2292 0.1880
0.2225 0.1698 -0.0410
0.2153 -0.0138 -0.2879
-0.0887 0.3464 -0.4309
0.3611 -0.4988 -0.4822
-0.0037 -0.2456 -0.0212
0.0337 -0.1352 0.1366
-0.0917 0.2153 0.1171
-0.0105 -0.3203 0.0678
-0.2200 -0.2171 0.0599
-0.2839 0.0556 -0.0211
-0.0024 0.2110 -0.1313
0.2889 0.2449 0.1123

## Properties
- Net charge: -1
- E_HOMO (spin up / spin down): -1.01 / -1.01 eV
- E_LUMO (spin up / spin down): 0.081 / 0.081 hartree